This record from OMol25 describes 2 unconnected molecules or ions with the total composition C7H11P. The level of theory is ωB97M-V with the def2-TZVPD basis set.

Cartesian coordinates (Å):
C1 1.096111 0.940711 -1.010579
C2 -0.298542 1.274087 -0.954505
C3 1.598044 0.438950 0.149051
C4 -0.870661 1.036352 0.249748
C5 3.019362 0.039688 0.384472
C6 -2.288470 1.307425 0.630582
C7 -0.935248 -2.416687 0.047254
P1 0.336474 0.356761 1.419772
H1 1.683909 1.079544 -1.904806
H2 -0.826810 1.672441 -1.806720
H3 3.410090 -0.509995 -0.470465
H4 3.104659 -0.583289 1.273058
H5 3.644068 0.922428 0.531658
H6 -2.574244 0.716090 1.496715
H7 -2.961252 1.079292 -0.195442
H8 -2.419148 2.360101 0.886392
H9 -0.337732 -3.084057 0.633124
H10 -0.571262 -2.079447 -0.898568
H11 -1.929280 -2.187655 0.358426

Atoms 1-3, force components in eV/Å:
C 0.51 -0.28 0.42
C -0.62 0.02 0.46
C -0.07 -0.03 0.08

Output
Electronic energy   -614.5415 hartree
Gap between HOMO and LUMO (alpha / beta)   8.32 / 6.59 eV
ΔE to the lowest compared entry with this formula, charge and spin   39.52 kcal/mol
Strongest force on any atom   0.92 eV/Å
LUMO level (alpha / beta)   0.15 / -1.53 eV

=====

This record from OMol25 describes 2 unconnected molecules or ions with the total composition C3H3Br2N at a distorted geometry. The level of theory is ωB97M-V with the def2-TZVPD basis set.

Cartesian coordinates (Å):
C1 0.062322 -0.168371 1.266062
C2 1.675920 -1.413823 -0.080415
C3 -1.340099 0.637997 -0.517565
N1 -0.783278 0.257658 0.536721
Br1 1.406898 -0.590278 -1.728118
Br2 -1.827270 2.443455 -0.770296
H1 0.076229 -0.415193 2.414318
H2 2.456069 -0.697924 0.212374
H3 -1.726790 -0.053520 -1.333082

Atoms 1-3, force components in eV/Å:
C 2.63 -1.46 3.00
C -0.32 0.88 0.89
C -1.50 -0.49 -2.25

Output
Electronic energy   -5318.6602 hartree
Gap between HOMO and LUMO   7.63 eV
ΔE to the lowest compared entry with this formula, charge and spin   135.72 kcal/mol
Strongest force on any atom   4.25 eV/Å
LUMO level   -0.71 eV

=====

Question: Which formula does entry 2 have?
Answer: C3H3Br2N